(1)
This record from the OMol25 dataset describes a gas-phase ion, C5H11N2 (charge +1). The level of theory is ωB97M-V with the def2-TZVPD basis set.

structure (SMILES) = C[C@@H]1NC1=[N+](C)C
E_LUMO = -0.1136 Ha
energy = -306.33110 Eh
frontier orbital gap = 11.74 eV

The geometry in ORCA input format:
```
! RIJCOSX wB97M-V def2-TZVPD def2/J DEFGRID3
* xyz 1 1
C 2.47960 -0.51741 0.39124
C 1.64011 0.22287 -0.61209
N 1.07374 1.54630 -0.29340
C 0.24050 0.53440 -0.31813
N -0.98035 0.18800 -0.16876
C -1.42223 -1.16078 -0.45698
C -2.00293 1.12034 0.26229
H 2.09297 -0.40319 1.40136
H 3.50123 -0.14466 0.36405
H 2.50645 -1.57597 0.14370
H 1.95462 0.12111 -1.64702
H 1.30477 2.31495 0.31014
H -1.87281 -1.59814 0.43414
H -2.17304 -1.14007 -1.24731
H -0.58417 -1.77592 -0.77528
H -2.74773 1.23699 -0.52542
H -2.49939 0.73212 1.15168
H -1.56808 2.09124 0.48479
*
```

Atomic partial charges in e from the Mulliken method, atoms 1 to 8: atom 1 (C): -1.177, atom 2 (C): 0.125, atom 3 (N): -0.337, atom 4 (C): 0.483, atom 5 (N): 0.029, atom 6 (C): -0.916, atom 7 (C): -0.883, atom 8 (H): 0.345

***

(2)
This record from the OMol25 dataset describes a gas-phase ion, C5H11N2 (charge +1). The level of theory is ωB97M-V with the def2-TZVPD basis set.

E_LUMO (spin up / spin down) = -0.2054 / -0.2053 Ha
energy = -306.21360 Eh
frontier orbital gap (spin up / spin down) = 5.82 / 5.83 eV

The geometry in ORCA input format:
```
! RIJCOSX wB97M-V def2-TZVPD def2/J DEFGRID3
* xyz 1 1
C 1.26033 0.37870 -0.88189
C -0.36679 0.47177 -0.66566
C -1.04778 -0.85900 -0.60703
C 2.88766 -0.66427 0.56529
C -0.45779 1.31759 0.58306
N 1.72564 -0.60900 0.07014
N -1.77684 -1.18601 0.43938
H 1.62037 0.30092 -1.98473
H 1.83995 1.33040 -0.51974
H -0.65205 0.96970 -1.63917
H -1.28471 -1.37026 -1.54366
H 3.27446 -1.27880 1.40176
H -0.21790 2.30782 0.26715
H 0.06957 1.10997 1.45651
H -1.50566 1.47362 0.75222
H 0.91891 -1.22570 0.22416
H -2.30028 -2.03934 0.49042
H -1.92521 -0.49429 1.20106
*
```

Atomic partial charges in e from the Mulliken method, atoms 1 to 8: atom 1 (C): -0.672, atom 2 (C): 0.624, atom 3 (C): -0.433, atom 4 (C): -0.343, atom 5 (C): -1.947, atom 6 (N): 0.113, atom 7 (N): -0.186, atom 8 (H): 0.323